(1)
A 13-piece molecular cluster, C30H47Cl25FNO3 overall in a non-equilibrium geometry. Source: OMol25; level of theory: ωB97M-V with the def2-TZVPD basis set.

Calculated values
Gap between HOMO and LUMO in Eh: 0.3432
LUMO level in eV: -0.02

ORCA input file:
```
! wB97M-V def2-TZVPD RIJCOSX def2/J DEFGRID3
* xyz 0 1
C 0.816 -4.044 -3.120
C 3.146 -4.573 7.092
C -6.747 0.943 -5.354
H 2.337 -4.028 -4.628
H -2.445 -2.704 1.993
H -5.538 0.005 -1.415
H 6.835 -4.793 2.878
H 0.994 -2.951 -5.043
H -4.802 -0.800 2.009
C -1.679 2.657 -2.547
H -0.830 1.196 -3.958
H -2.560 3.302 -2.581
H 0.549 8.588 -0.610
C -2.997 9.712 0.178
C 5.323 -1.949 -1.128
Cl 4.594 0.073 2.757
H 4.635 1.392 4.707
H -0.386 4.197 -1.840
C 1.578 8.773 3.137
H 4.523 -1.778 -1.841
C -4.370 -1.594 -2.213
H 3.010 -5.881 -2.353
C -0.402 3.472 -2.665
H 1.697 7.250 -0.392
C 6.168 -5.572 2.534
H 3.547 -5.081 6.221
O -4.283 -2.021 0.408
C -3.260 -1.864 -2.954
H -4.657 -3.636 -1.707
H -5.840 -3.351 0.346
Cl -5.069 4.606 -1.729
H -0.351 4.051 -3.593
H 3.919 -3.979 7.571
C -4.379 -1.796 1.797
Cl 6.217 -2.664 5.041
C -2.944 -1.800 2.356
H 3.588 -0.849 9.182
C -4.953 6.356 -1.947
C -2.430 -0.849 -3.447
F 0.704 2.648 -2.501
H -6.184 -2.757 -2.216
Cl 7.191 -2.129 2.326
C -5.509 -2.433 -0.161
C 1.248 -3.908 -4.587
H -2.331 2.031 -4.532
H -5.351 6.613 -2.922
C 3.396 -6.866 -2.587
Cl 5.150 -2.042 7.889
H -0.993 -3.798 -2.011
Cl -1.446 10.451 -0.236
Cl -6.044 2.270 -4.421
Cl 0.667 7.206 -2.511
C -3.864 0.769 -2.447
C -0.411 -3.195 -2.717
H -7.228 1.352 -6.235
H 7.219 -0.710 4.193
H -6.284 -1.654 -0.071
H 1.231 8.429 4.105
H -5.531 6.841 -1.168
Cl -3.884 10.685 1.359
C 4.260 -1.678 9.375
Cl 4.826 -3.233 -0.019
H -2.427 -0.956 1.886
H -0.073 -2.318 -2.151
H 8.381 -2.046 4.355
H 3.695 -2.556 9.669
C -1.299 -1.474 -4.230
H -2.953 -1.742 3.445
Cl 3.104 -0.312 5.241
Cl 2.559 -5.784 8.242
Cl -5.514 -0.216 -5.863
H -7.475 0.430 -4.735
C 0.722 7.532 -0.773
H 0.842 -4.764 -5.135
H 0.662 -5.102 -2.904
Cl 4.825 -5.714 3.675
C -2.721 0.457 -3.179
Cl -3.278 6.915 -1.848
C 7.378 -1.773 4.046
Cl 1.850 -3.486 6.574
C 3.862 0.862 4.161
Cl 0.182 9.290 2.182
Cl 7.074 -7.085 2.407
H 5.772 -5.320 1.558
H 3.420 -7.484 -1.696
Cl 5.349 -1.234 10.694
Cl 2.325 -7.623 -3.778
Cl 5.041 -6.694 -3.206
Cl 2.193 -3.545 -2.021
H 2.247 9.617 3.260
H -2.812 8.731 0.599
Cl 6.792 -2.382 -2.008
H -4.121 1.799 -2.244
H -3.590 9.627 -0.722
Cl -0.514 6.615 0.099
O -3.151 -4.277 -3.376
C -5.243 -2.718 -1.662
H -4.981 -2.557 2.316
H 3.106 1.558 3.815
C -4.650 -0.255 -1.988
C -1.808 1.584 -3.675
H 5.511 -1.048 -0.553
C -2.639 -3.182 -3.388
N -1.316 -2.861 -3.845
H -1.627 2.102 -1.602
Cl 2.463 7.457 2.353
O -0.555 -0.977 -5.040
*
```

(2)
C30H47Cl2LuN4O7SSi as an isolated structure in a non-equilibrium geometry. Source: OMol25; level of theory: ωB97M-V with the def2-TZVPD basis set.

Calculated values
Gap between HOMO and LUMO in Eh: 0.1932
LUMO level in eV: -0.46

ORCA input file:
```
! wB97M-V def2-TZVPD RIJCOSX def2/J DEFGRID3
* xyz 0 1
C -4.429 -0.550 2.120
H -1.253 5.392 -1.986
O -1.538 -0.392 0.945
H 2.302 -1.888 4.069
H 1.760 1.178 -3.192
C -1.707 -3.796 -0.665
H 4.516 -1.016 -3.424
C 0.672 -2.128 1.834
S -1.434 0.211 4.613
H -0.218 -2.381 1.235
O 1.270 -1.031 1.644
C -3.116 -0.221 4.144
O -1.340 1.505 5.240
O -0.706 -0.898 5.187
H -2.619 -4.155 -0.189
H -2.438 -0.922 -6.094
H 3.252 0.708 -4.069
H -4.444 -0.630 1.034
C 1.892 3.863 -2.704
H -0.771 -3.477 3.712
Si 0.238 3.365 -1.862
C 0.712 4.689 5.291
O 1.807 0.712 -0.448
Lu 0.443 1.024 1.320
C -0.889 -1.545 -4.757
Cl -1.076 1.808 -0.550
Cl 1.355 3.556 0.194
C -0.523 -4.521 -0.510
H -0.207 -4.655 2.497
H 0.630 -4.555 4.077
H -2.670 -2.100 -1.574
C 2.619 -0.122 -0.928
H 1.509 -2.511 -2.387
C 2.836 3.403 5.078
H -1.761 2.792 -3.350
C -3.209 -0.341 2.768
N -0.999 0.346 2.997
H 4.106 -1.896 -1.911
H -0.845 -0.389 -6.594
C -1.906 -0.154 2.136
H 1.994 3.420 -3.706
C -5.489 -0.601 4.300
H 0.198 5.696 -1.008
C 0.634 -4.013 -1.101
O -0.091 0.055 -3.330
C 0.593 -2.871 -1.921
H 3.098 -2.604 2.650
H 2.978 -1.871 -3.293
H 3.516 3.195 4.257
C 0.123 -3.977 3.297
N 1.510 3.724 4.547
C -0.586 4.961 -1.239
H -0.084 3.392 3.235
N 1.060 -3.000 2.757
H -0.650 -2.695 -7.337
H -1.672 0.382 -5.198
H 0.905 -2.056 -6.819
H 2.593 -3.662 3.998
H 3.004 -0.955 -0.326
C -0.701 3.036 -3.524
H -1.885 -0.784 -3.105
H 2.782 2.556 5.769
H 3.179 4.277 5.630
N 3.092 -0.095 -2.179
H 1.851 4.962 -2.797
H 1.573 -4.543 -0.926
H -0.656 3.983 -4.092
H -1.185 4.783 -0.340
C -0.608 -2.204 -2.159
H 0.360 5.498 4.634
H -0.254 2.240 -4.143
C 0.151 -2.835 -6.597
O 1.487 2.109 2.920
C -1.736 -2.652 -1.470
H -4.188 -0.288 6.024
H -6.400 -0.732 4.886
C -1.476 -0.556 -5.713
C -0.377 -2.703 -5.196
C -0.822 -1.076 -3.292
H -6.560 -0.742 2.418
C -5.583 -0.641 2.897
H -0.159 4.208 5.761
C 0.935 3.073 3.550
H -0.528 -5.503 -0.018
C 3.715 -1.284 -2.730
C 2.843 1.003 -3.096
H -0.446 -3.605 -4.580
C 2.339 -2.773 3.419
H 0.576 -3.827 -6.785
H 2.787 3.651 -2.101
H 1.345 5.125 6.063
H 3.351 1.914 -2.768
C -4.255 -0.372 4.940
*
```

(3)
C30H47FP2V as an isolated structure in a non-equilibrium geometry. Source: OMol25; level of theory: ωB97M-V with the def2-TZVPD basis set.

Calculated values
Gap between HOMO and LUMO (spin up / spin down) in Eh: 0.1815 / 0.1811
LUMO level (spin up / spin down) in eV: -3.38 / -3.40

ORCA input file:
```
! wB97M-V def2-TZVPD RIJCOSX def2/J DEFGRID3
* xyz 1 3
C -1.639 -3.062 -0.628
H 3.828 0.873 -1.550
H -1.929 -3.648 0.264
C 0.714 -1.930 -0.975
H 0.303 1.174 2.070
H 3.459 -1.715 -0.744
H 1.307 1.501 -6.541
H -1.759 0.168 1.907
C 1.316 -0.774 -5.082
H 3.137 0.530 -3.139
C 0.982 0.679 -4.670
H -2.720 -1.030 1.007
H 2.028 0.797 1.828
H 3.504 2.258 -2.685
H 3.179 -1.788 1.018
H 1.725 3.637 -0.142
H -4.200 1.109 0.108
H -2.758 -1.163 -4.969
H -1.362 -2.124 -6.905
C -3.516 1.909 0.454
C -0.563 -2.118 -0.270
C 3.150 1.271 -2.328
H -1.244 0.161 -3.411
H -0.715 0.700 -7.398
C -0.889 -1.814 -5.963
H -0.859 4.418 1.788
H 0.600 -3.807 -2.007
H -1.338 -3.769 -1.412
C 1.351 -3.135 -1.578
H -0.893 2.138 -3.820
C -1.726 0.542 -5.510
H 3.259 3.087 -0.844
H 1.131 3.054 -3.240
C 2.986 -1.187 0.091
C 0.615 -1.507 -6.185
C -2.264 2.036 -0.179
H -1.307 -0.442 -1.565
H -2.516 1.176 -5.088
P 1.539 1.529 -1.457
C -3.898 1.549 -2.622
V 0.263 -0.580 -3.483
C 2.337 2.760 -0.353
C 1.516 -1.133 -0.053
H 2.610 2.310 0.608
C -0.632 -1.158 0.746
C -3.831 2.811 1.437
H 2.116 -2.922 -2.338
C 1.032 0.363 1.980
C -1.850 -0.042 -2.413
H -3.795 1.539 -3.718
H -0.197 2.538 0.142
H 0.464 3.691 -1.677
H 1.858 -3.691 -0.765
H -1.885 -1.477 2.489
H -1.033 -2.693 -5.324
H -2.550 -2.528 -0.944
C -0.858 1.285 -6.467
C 0.640 -0.531 0.870
H 2.261 -1.187 -4.590
C 0.476 2.842 -2.376
P -2.282 1.679 -1.928
H -4.372 0.621 -2.271
C -0.951 2.580 -2.837
H 3.433 -0.199 0.273
C -1.800 -0.870 1.579
F -3.212 4.649 2.835
C -1.236 2.742 0.448
H 0.480 2.661 -5.442
H -1.493 3.522 -2.939
H 0.692 -1.042 -7.188
H -4.457 2.437 -2.287
H -2.666 -0.739 -2.710
H 1.072 -2.494 -6.330
H 1.845 1.288 -4.343
C -1.765 -0.788 -5.307
H -4.817 2.859 1.857
C -1.562 3.663 1.422
C 0.507 1.609 -5.796
C -2.868 3.696 1.882
H 1.056 -0.140 2.965
H -1.340 2.234 -6.757
*
```

(4)
C30H47FP2V as an isolated structure in a non-equilibrium geometry. Source: OMol25; level of theory: ωB97M-V with the def2-TZVPD basis set.

Calculated values
Gap between HOMO and LUMO (spin up / spin down) in Eh: 0.1948 / 0.1910
LUMO level (spin up / spin down) in eV: -6.94 / -6.95

ORCA input file:
```
! wB97M-V def2-TZVPD RIJCOSX def2/J DEFGRID3
* xyz 2 2
H 1.080 3.032 -3.313
F -3.138 4.584 2.821
H 1.417 1.698 -6.821
H -1.565 3.474 -2.724
C 1.228 0.871 -5.111
V -0.094 0.139 -4.041
C -0.923 -1.742 -6.094
H -1.134 -0.430 -1.403
H 2.138 -1.104 -4.706
C 0.622 -1.527 -6.374
H 3.298 3.046 -0.762
H -3.706 1.413 -3.749
H 0.466 3.638 -1.745
H 1.947 -4.073 -1.101
P -2.242 1.558 -1.967
C 2.352 2.757 -0.285
H -2.522 1.192 -5.304
H -1.314 2.364 -6.769
H 0.737 -1.194 -7.441
H 3.265 -0.075 0.230
H -4.816 2.749 1.919
C 3.073 1.292 -2.442
C -1.716 -2.990 -0.502
C -0.796 1.407 -6.569
H -2.658 -0.998 -2.507
C -1.650 -0.674 -5.312
H -2.662 -1.067 -5.080
C -1.874 -0.843 1.803
H -4.182 1.160 0.016
C 1.537 -1.411 0.377
C 2.989 -1.144 0.206
C 1.283 -0.743 -5.272
H -2.050 -3.708 0.242
H -4.384 2.475 -2.361
H 0.517 -3.629 -2.036
H -1.543 -0.629 -3.571
C -2.795 3.623 1.900
H -1.476 -3.558 -1.394
H 0.581 2.797 -5.555
C -1.579 0.715 -5.541
H -4.357 0.566 -2.278
C -0.666 -1.174 1.022
C 0.645 1.780 -6.035
H 1.103 -0.029 3.165
C 0.454 2.738 -2.421
C -1.465 3.582 1.420
C -3.462 1.865 0.454
H 3.540 -1.632 1.036
H 0.220 1.192 2.231
H 1.019 -2.571 -6.501
H -1.838 0.205 2.117
H -0.993 -2.653 -5.471
H 3.398 -1.597 -0.706
P 1.581 1.493 -1.382
C 0.795 -2.401 -0.299
C -3.794 2.742 1.477
C -3.906 1.509 -2.657
H -2.802 -1.020 1.240
C -0.564 -2.232 0.025
H -0.651 0.835 -7.495
H 1.734 3.646 -0.126
H -1.086 2.259 -3.935
H 1.939 -2.573 -2.140
H -1.457 -2.056 -7.047
C -1.845 -0.243 -2.242
H 2.038 1.296 -4.523
C -1.190 2.622 0.454
H 1.944 0.864 1.892
C 0.988 0.411 2.166
H -2.577 -2.366 -0.749
H -0.184 2.474 0.120
C -2.213 1.938 -0.215
H 3.343 2.252 -2.919
C 1.327 -3.202 -1.451
C -1.056 2.508 -2.872
H 3.874 1.037 -1.735
H 2.578 2.294 0.685
H -0.718 4.248 1.853
H -1.921 -1.458 2.705
H 3.098 0.474 -3.184
C 0.618 -0.627 1.182
*
```

(5)
C30H47FP2V as an isolated structure in a non-equilibrium geometry. Source: OMol25; level of theory: ωB97M-V with the def2-TZVPD basis set.

Calculated values
Gap between HOMO and LUMO (spin up / spin down) in Eh: 0.1916 / 0.2120
LUMO level (spin up / spin down) in eV: -8.18 / -7.62

ORCA input file:
```
! wB97M-V def2-TZVPD RIJCOSX def2/J DEFGRID3
* xyz 2 2
H -2.573 -2.429 2.045
H 0.330 2.656 -0.165
H 3.933 -0.192 0.589
H -2.807 1.117 -0.161
H -1.758 -0.217 5.117
H 0.473 0.833 5.228
H 0.743 2.477 3.395
H -1.639 2.456 -5.802
C -0.526 -2.313 2.674
H -1.559 -2.630 -0.941
H 0.559 0.353 -2.184
C 0.907 1.839 -0.627
C -0.556 -1.412 3.792
H 3.596 0.787 -0.872
C 1.627 -1.513 3.026
H 0.414 -0.123 -7.094
H 2.124 3.130 1.945
H 3.504 2.752 0.865
H 3.560 -1.983 3.811
H -4.224 2.449 3.018
H -1.288 -1.797 -6.925
H 0.039 2.571 -4.143
H -2.412 -1.439 -4.506
H 1.276 -0.528 6.027
H -0.780 1.475 -1.933
C -2.459 3.504 3.695
C -1.697 -1.242 4.736
H 2.182 -2.824 0.607
C 1.374 -3.308 1.170
C -2.368 1.383 2.590
H 1.192 -1.668 -6.769
P -0.890 -0.369 -0.368
H -1.474 -3.566 1.215
C -2.636 0.129 -0.604
H 3.331 1.911 2.430
H -2.872 0.518 2.156
H -0.580 -2.532 -5.496
H -3.300 -0.602 -0.120
C -0.976 1.418 2.644
C -0.788 -1.559 -5.971
H 1.793 -4.216 1.631
C -1.697 -3.083 2.171
F -3.194 4.543 4.211
C 1.333 -0.349 -5.142
C -0.340 2.484 3.280
C -1.835 0.530 -4.981
C -0.007 0.890 -1.409
C 0.758 -0.890 3.984
H 2.171 0.459 4.857
P 1.829 1.021 0.760
H 2.754 -0.783 -0.618
H 3.528 -1.736 2.060
H -2.646 -1.504 4.257
V 0.150 -0.442 1.991
C 0.294 1.967 -5.030
H -2.625 0.970 -4.357
H 0.828 2.653 -5.710
H -0.814 1.234 -6.762
H -1.137 -1.689 -2.407
H 0.158 -2.348 -1.352
C 1.206 0.863 -4.585
C -1.719 -0.801 -5.067
H 2.101 -1.039 -4.771
H 3.423 -0.343 3.171
C 3.110 -1.382 3.006
H 1.874 1.138 -3.759
H -1.579 -1.905 5.612
H -2.860 0.167 -1.682
C -3.135 2.449 3.088
C -1.022 1.546 -5.731
H 1.662 2.292 -1.289
H 0.589 -3.616 0.475
C 1.191 0.021 5.079
C -0.847 -1.906 -1.366
C 0.564 -0.883 -6.317
C -1.072 3.568 3.793
H -0.580 4.425 4.258
C 0.837 -2.398 2.214
C 2.781 2.334 1.577
C 3.153 0.113 -0.123
H -1.979 -3.866 2.892
*
```

no.,total energy (eV)
1,-355283.302
2,-129547.206
3,-78839.900
4,-78830.882
5,-78839.481